No. 1
{
  "formula": "C48H49FN5O3SY",
  "method": "ωB97M-V with the def2-TZVPD basis set",
  "symbols": ["Y", "C", "C", "C", "C", "C", "C", "C", "C", "C", "C", "C", "C", "N", "C", "C", "C", "C", "C", "C", "F", "H", "H", "H", "H", "H", "H", "H", "H", "H", "H", "H", "H", "H", "H", "H", "H", "H", "H", "H", "H", "H", "C", "C", "C", "C", "C", "C", "C", "C", "C", "C", "C", "C", "C", "C", "C", "N", "H", "H", "H", "H", "H", "H", "H", "H", "H", "H", "O", "C", "O", "C", "C", "C", "C", "C", "N", "H", "H", "H", "H", "C", "N", "C", "C", "C", "O", "H", "H", "H", "H", "H", "H", "H", "H", "H", "S", "C", "N", "C", "C", "C", "C", "H", "H", "H", "H", "H"],
  "xyz": [[-0.869, 0.131, -0.110], [3.608, -0.878, -1.286], [2.732, 0.377, -1.263], [2.983, 1.221, -2.513], [2.960, 1.130, 0.034], [4.014, 2.039, 0.102], [4.351, 2.663, 1.288], [3.594, 2.405, 2.417], [2.507, 1.537, 2.388], [1.676, 1.414, 3.658], [1.305, 2.798, 4.205], [2.384, 0.633, 4.772], [2.201, 0.853, 1.186], [1.136, -0.103, 1.145], [1.300, -1.185, 1.968], [2.530, -1.749, 2.361], [2.592, -2.872, 3.175], [1.437, -3.483, 3.654], [0.203, -2.936, 3.306], [0.179, -1.835, 2.489], [-1.040, -1.296, 2.151], [3.448, -1.454, -2.200], [3.390, -1.524, -0.430], [4.662, -0.584, -1.232], [1.696, 0.031, -1.272], [4.052, 1.409, -2.653], [2.475, 2.188, -2.460], [2.629, 0.690, -3.400], [4.596, 2.244, -0.789], [5.183, 3.355, 1.329], [3.835, 2.916, 3.342], [0.751, 0.896, 3.399], [2.175, 3.288, 4.650], [0.547, 2.704, 4.989], [0.915, 3.445, 3.423], [3.289, 1.164, 5.084], [2.671, -0.368, 4.459], [1.733, 0.543, 5.646], [3.440, -1.274, 2.014], [3.563, -3.269, 3.451], [1.487, -4.350, 4.299], [-0.730, -3.352, 3.669], [-1.585, 3.878, 2.437], [-1.276, 4.961, 1.624], [-0.814, 4.734, 0.337], [-0.682, 3.429, -0.152], [-0.963, 2.319, 0.652], [-1.407, 2.590, 1.950], [-0.297, 3.191, -1.573], [0.083, 4.268, -2.422], [0.329, 4.048, -3.736], [0.207, 2.746, -4.268], [0.465, 2.449, -5.627], [0.397, 1.163, -6.079], [0.062, 0.126, -5.179], [-0.202, 0.394, -3.869], [-0.134, 1.715, -3.372], [-0.355, 1.951, -2.035], [-1.940, 4.039, 3.450], [-1.394, 5.976, 1.986], [-0.594, 5.596, -0.280], [-1.634, 1.761, 2.622], [0.195, 5.262, -2.017], [0.632, 4.863, -4.385], [0.732, 3.262, -6.296], [0.594, 0.935, -7.120], [0.010, -0.898, -5.533], [-0.485, -0.398, -3.199], [-4.143, -1.175, -2.623], [-3.084, -1.238, -2.020], [-2.242, -0.285, -1.824], [-2.694, -2.558, -1.389], [-3.161, -3.745, -1.929], [-2.762, -4.939, -1.357], [-1.945, -4.897, -0.235], [-1.559, -3.663, 0.257], [-1.903, -2.504, -0.314], [-3.825, -3.697, -2.781], [-3.088, -5.886, -1.767], [-1.614, -5.801, 0.262], [-0.932, -3.605, 1.136], [-6.251, 2.050, 0.527], [-4.889, 1.611, 0.241], [-4.264, 2.145, -0.969], [-4.249, 0.742, 1.028], [-4.948, 0.235, 2.264], [-3.120, 0.321, 0.762], [-6.614, 2.590, -0.342], [-6.296, 2.722, 1.386], [-6.918, 1.207, 0.699], [-4.837, 1.841, -1.845], [-3.262, 1.751, -1.077], [-4.226, 3.234, -0.906], [-5.534, 0.999, 2.772], [-4.189, -0.154, 2.935], [-5.617, -0.585, 1.988], [0.656, -2.426, -2.214], [1.264, -3.840, -1.561], [1.351, -4.963, -2.341], [1.793, -6.178, -1.921], [2.200, -6.353, -0.642], [2.152, -5.231, 0.223], [1.704, -4.023, -0.217], [1.037, -4.840, -3.293], [1.792, -6.965, -2.661], [2.549, -7.318, -0.306], [2.469, -5.332, 1.256], [1.664, -3.168, 0.443]],
  "homo_ev": -6.86,
  "total_energy_ha": -2894.6011,
  "charge": 0,
  "orbital_gap_ev": 6.882,
  "relative_energy_kj_mol": 44.08,
  "lumo_energy_ev": 0.02
}

No. 2
{
  "formula": "C48H49N5P2SSiTl",
  "method": "ωB97M-V with the def2-TZVPD basis set",
  "symbols": ["Tl", "C", "C", "N", "N", "C", "N", "S", "C", "C", "C", "C", "C", "N", "H", "H", "H", "H", "H", "H", "H", "H", "H", "C", "N", "C", "P", "C", "C", "C", "C", "C", "C", "C", "C", "C", "C", "C", "C", "C", "C", "C", "C", "C", "C", "P", "C", "C", "C", "C", "C", "C", "C", "C", "C", "C", "C", "C", "H", "H", "H", "H", "H", "H", "H", "H", "H", "H", "H", "H", "H", "H", "H", "H", "H", "H", "H", "H", "H", "H", "H", "H", "H", "H", "H", "H", "H", "C", "Si", "C", "C", "C", "C", "C", "C", "C", "H", "H", "H", "H", "H", "H", "H", "H", "H", "H", "H"],
  "xyz": [[0.168, -0.514, -0.104], [-0.698, -3.489, -3.748], [0.115, -2.773, -2.704], [-0.151, -2.832, -1.447], [-1.120, -3.676, -1.046], [-1.182, -3.813, 0.273], [-1.997, -4.832, 0.672], [-0.388, -2.938, 1.523], [1.359, -2.071, -3.100], [1.857, -2.181, -4.397], [3.122, -1.689, -4.686], [3.860, -1.089, -3.684], [3.260, -0.950, -2.440], [2.051, -1.418, -2.153], [-1.541, -3.965, -3.259], [-0.107, -4.251, -4.263], [-1.065, -2.779, -4.495], [-2.610, -5.236, -0.016], [-2.222, -4.895, 1.647], [1.269, -2.659, -5.169], [3.521, -1.778, -5.690], [4.858, -0.711, -3.858], [3.773, -0.440, -1.632], [-2.787, 1.746, 3.256], [-1.642, 2.383, 3.872], [-0.912, 3.324, 3.011], [0.101, 2.580, 1.482], [1.710, 2.651, 2.381], [2.310, 1.407, 2.613], [3.475, 1.290, 3.351], [4.090, 2.431, 3.860], [3.520, 3.672, 3.626], [2.329, 3.781, 2.912], [-0.459, 4.026, 0.486], [-1.360, 3.683, -0.525], [-1.970, 4.657, -1.306], [-1.681, 5.998, -1.087], [-0.806, 6.354, -0.069], [-0.212, 5.378, 0.721], [-1.319, 2.216, 5.210], [-2.258, 1.807, 6.173], [-1.926, 1.748, 7.517], [-0.653, 2.083, 7.961], [0.298, 2.439, 7.013], [-0.017, 2.496, 5.665], [-2.337, 0.232, 2.198], [-2.045, -0.891, 3.620], [-2.919, -1.866, 4.092], [-2.601, -2.600, 5.228], [-1.405, -2.378, 5.898], [-0.506, -1.442, 5.405], [-0.821, -0.712, 4.269], [-4.046, -0.174, 1.637], [-4.211, -0.390, 0.268], [-5.474, -0.579, -0.281], [-6.596, -0.537, 0.532], [-6.449, -0.328, 1.898], [-5.186, -0.151, 2.445], [-3.285, 2.459, 2.588], [-3.500, 1.418, 4.003], [-0.256, 3.938, 3.623], [-1.663, 3.993, 2.582], [1.849, 0.518, 2.203], [3.912, 0.313, 3.522], [5.007, 2.352, 4.433], [3.997, 4.565, 4.014], [1.890, 4.761, 2.767], [-1.584, 2.633, -0.685], [-2.669, 4.372, -2.084], [-2.145, 6.765, -1.697], [-0.595, 7.401, 0.117], [0.440, 5.677, 1.533], [-3.267, 1.544, 5.884], [-2.687, 1.447, 8.229], [-0.408, 2.067, 9.015], [1.312, 2.669, 7.320], [0.764, 2.733, 4.952], [-3.844, -2.071, 3.568], [-3.292, -3.354, 5.590], [-1.169, -2.940, 6.793], [0.443, -1.283, 5.903], [-0.106, 0.003, 3.871], [-3.334, -0.411, -0.369], [-5.582, -0.754, -1.345], [-7.585, -0.659, 0.106], [-7.324, -0.302, 2.538], [-5.086, -0.005, 3.514], [2.789, 4.583, -0.671], [2.146, 2.758, -0.829], [1.372, 2.755, -2.600], [3.955, 2.157, -1.223], [4.830, 1.787, -0.193], [6.168, 1.483, -0.431], [6.681, 1.554, -1.720], [5.841, 1.937, -2.761], [4.502, 2.226, -2.512], [3.414, 4.835, -1.537], [1.996, 5.329, -0.604], [3.416, 4.677, 0.225], [1.824, 3.518, -3.250], [0.300, 2.960, -2.570], [1.505, 1.775, -3.079], [4.453, 1.732, 0.826], [6.813, 1.196, 0.394], [7.722, 1.320, -1.914], [6.234, 2.019, -3.770], [3.871, 2.517, -3.347]],
  "homo_ev": -3.01,
  "total_energy_ha": -3675.1711,
  "charge": -1,
  "orbital_gap_ev": 5.330,
  "relative_energy_kj_mol": 73.56,
  "lumo_energy_ev": 2.32
}